{
  "formula": "CH3ClN2",
  "method": "wB97M-V/def2-TZVPD",
  "species": ["Cl", "N", "N", "C", "H", "H", "H"],
  "positions_angstrom": [[-3.106223, 0.004841, -0.077074], [-0.160761, -0.538316, -0.579052], [-1.796477, 0.778457, 0.323094], [1.046800, -0.167442, -0.026302], [1.342927, 0.977677, -0.201771], [1.786640, -0.794024, -0.542495], [0.887092, -0.261192, 1.103599]],
  "forces_ev_per_a": [[-0.955, -0.710, -0.394], [-2.744, 1.313, 0.253], [3.196, -0.739, -0.573], [-0.135, 2.470, 0.947], [-0.648, -2.116, 0.226], [0.327, -0.036, 0.680], [0.960, -0.182, -1.138]],
  "nbo_charge": [0.281, -0.090, -0.324, -0.577, 0.228, 0.239, 0.243],
  "total_charge": 0,
  "multiplicity": 3,
  "total_energy_ha": -609.3199,
  "s_squared": 2.0093,
  "de_lowest_kj_mol": 368.8,
  "gap_ev": [7.5, 7.5]
}